(1)
9
Properties=species:S:1:pos:R:3:forces:R:3 method="wB97M-V/def2-TZVPD" e_above_lowest_kj_mol=292.5 orbital_gap_ev=10.0 smiles="C#CN=C=N.F" homo_ha=-0.3440 total_energy_ev=-8854.047
C -0.90271 2.20019 -0.00575 0.157 -0.726 0.731
C -0.36901 1.28697 0.56362 -0.131 0.458 -1.155
C 0.75986 -0.78156 0.66422 2.113 -1.668 0.893
N 1.27128 -1.87546 0.66980 -2.421 1.609 0.303
N 0.36126 0.31070 1.03573 -0.074 -0.417 0.390
F -0.61524 -1.16039 -1.75675 0.994 -1.179 -1.027
H -1.47678 2.99352 -0.34492 -0.551 0.882 -0.451
H -1.10025 -0.59403 -1.25843 -1.120 1.339 0.943
H 2.07158 -2.37994 0.43248 1.033 -0.297 -0.627


(2)
19
Properties=species:S:1:pos:R:3:forces:R:3 method="wB97M-V/def2-TZVPD" e_above_lowest_kj_mol=0.0 orbital_gap_ev=9.7 smiles="CC(=O)C1=NOC([N+](=O)[O-])([N+](=O)[O-])C1" homo_ha=-0.3946 total_energy_ev=-22012.372
C 0.68330 0.58059 0.33876 1.077 -1.777 -0.223
C 0.11429 -0.71981 0.80389 0.730 -2.353 -0.294
C -0.09198 1.80366 0.39342 0.106 2.154 2.308
C 0.95882 2.81411 -0.12058 -0.025 -2.056 -2.333
C 0.62102 -1.97985 0.03275 -1.421 -0.040 0.061
N 1.72171 0.62965 -0.43121 -1.623 -1.784 1.938
N 1.53729 3.72376 1.00207 -1.274 -0.649 0.235
N 0.50810 3.71528 -1.36889 -0.033 -1.637 2.498
O -0.68972 -0.84688 1.70340 0.417 1.012 -0.631
O 0.64183 4.40101 1.49348 1.002 -0.136 -0.510
O 2.66396 3.57970 1.38665 -0.299 0.153 -0.521
O -0.52959 3.39452 -1.85936 -0.652 -0.127 -0.591
O 1.26225 4.56751 -1.67188 1.081 1.343 -0.576
O 1.95175 1.88028 -0.75907 0.080 4.222 0.005
H -0.92261 1.45929 -0.21435 -0.517 1.400 -0.505
H -0.45752 2.16439 1.41273 0.320 -0.841 -1.367
H 0.29192 -2.90840 0.64191 0.697 1.564 -1.288
H 1.68490 -1.91623 -0.19050 0.077 -0.167 0.401
H 0.15545 -1.94227 -1.00953 0.257 -0.280 1.394


(3)
17
Properties=species:S:1:pos:R:3:forces:R:3 method="wB97M-V/def2-TZVPD" e_above_lowest_kj_mol=280.7 orbital_gap_ev=8.6 smiles="C=C/C=C/C=C.O" homo_ha=-0.3107 total_energy_ev=-8428.331
C 1.60384 0.74145 1.25888 -1.102 1.455 2.123
C 2.52439 0.39053 0.40071 1.223 -0.875 -2.660
C -0.35416 0.91170 -0.18274 0.727 0.808 -3.189
C 0.11835 0.88522 1.04576 1.934 1.031 1.587
C -2.10982 -0.02561 -1.66715 0.483 0.829 2.903
C -1.74661 0.49654 -0.46109 0.156 0.054 -1.826
H 2.01038 0.99768 2.24467 -0.533 0.170 -0.123
H 3.63469 0.49585 0.58885 -1.592 -0.396 -0.100
H 2.18961 0.02386 -0.61829 0.773 0.480 1.125
H 0.46865 1.27615 -1.01508 -2.411 -1.829 1.528
H -0.51668 1.32268 1.84693 0.298 -1.599 -0.035
H -1.37675 -0.07122 -2.40464 1.063 0.051 -1.361
H -3.00120 -0.56910 -1.84403 -0.895 -0.099 0.023
H -2.39719 0.47353 0.40503 -0.129 -0.047 -0.033
H -0.42920 -1.74030 0.00386 -0.417 1.835 -0.290
H 0.15427 -3.01118 0.21170 -2.155 -0.031 0.168
O -0.77258 -2.59776 0.18662 2.577 -1.838 0.160


(4)
10
Properties=species:S:1:pos:R:3:forces:R:3 method="wB97M-V/def2-TZVPD" e_above_lowest_kj_mol=418.9 orbital_gap_ev=9.2 homo_ha=-0.3480 total_energy_ev=-6725.231
C -1.15596 0.90676 0.11891 1.906 -1.117 2.630
O -0.52010 0.50335 -1.00403 1.427 -1.390 0.735
C 0.52948 -0.61468 -0.72044 -1.831 1.547 -0.881
C 1.07537 -0.39368 0.64832 0.847 -1.326 -0.803
N 2.01682 -0.91495 1.10793 -0.268 0.702 0.845
H -2.05707 0.39508 0.45940 0.026 -0.197 -0.415
H -1.14322 1.97053 0.39583 0.126 -0.288 -0.688
H -0.12102 0.29248 1.21299 -1.763 1.417 -1.434
H 1.31343 -0.53153 -1.48016 -0.399 0.102 0.132
H 0.06227 -1.61334 -0.73876 -0.071 0.549 -0.121


(5)
96
Properties=species:S:1:pos:R:3:forces:R:3 method="wB97M-V/def2-TZVPD" e_above_lowest_kj_mol=838.9 orbital_gap_ev=7.4 homo_ha=-0.2984 total_energy_ev=-60956.947
C -0.46833 5.17175 -2.30199 0.649 1.128 -0.620
C -0.51733 5.52975 -0.80899 1.148 1.523 0.089
O -0.68033 4.48775 0.12601 -0.708 0.683 -0.408
H -0.74133 4.17775 -2.51499 -0.571 -1.434 -0.002
H 0.53467 5.29275 -2.73599 0.008 -0.110 0.403
H -1.07433 5.80675 -2.96899 -0.155 -0.080 0.622
H -1.28933 6.29275 -0.65899 -0.023 -0.334 0.226
H 0.45967 6.03375 -0.56499 -0.764 -0.149 -0.236
H -0.26333 3.72975 -0.26699 0.311 -1.299 0.094
C 1.13867 1.72975 -3.70699 -0.116 0.180 0.899
C -0.34433 1.34275 -3.74499 1.269 -0.026 0.153
O -0.24733 -0.06625 -3.75699 -0.781 -2.270 0.229
H 1.52467 1.62175 -4.69099 0.419 0.160 -1.150
H 1.76167 0.96175 -3.10699 -1.340 1.640 -0.395
H 1.23667 2.77375 -3.39999 0.508 -0.275 0.211
H -0.86133 1.45475 -4.67199 -0.339 1.695 -0.580
H -0.92833 1.69775 -2.88699 0.226 -0.285 -0.158
H 0.23667 -0.26725 -4.56099 0.081 -0.340 -0.032
C 0.38767 -3.13725 0.75701 0.229 3.051 6.117
O 0.41867 -2.34425 1.89901 -0.915 -3.365 -5.341
N 1.14067 -4.20825 0.74001 2.990 -2.060 3.307
N -0.34033 -2.86425 -0.29899 -0.457 -1.588 -1.619
H 1.66167 -4.45425 1.65201 -1.261 1.123 -2.015
H 1.21167 -4.98425 0.11601 -0.669 0.191 -0.905
H -1.11033 -2.23925 -0.21699 -0.836 -0.276 0.482
H -0.38333 -3.55625 -1.12899 -0.045 1.189 1.289
C -3.02333 -2.23125 -2.10099 -7.579 -5.397 -1.192
O -4.11333 -3.09125 -2.09899 5.866 4.203 -0.427
N -2.79433 -1.49225 -1.09999 0.380 3.598 7.752
N -2.19333 -1.98525 -3.07899 0.256 -1.366 -4.536
H -3.50433 -1.64025 -0.31399 1.551 0.568 -1.593
H -1.95333 -0.80125 -0.90899 -2.430 -1.648 -1.084
H -2.45033 -2.42625 -3.98099 0.261 0.584 0.838
H -1.56833 -1.20325 -3.10099 -0.113 0.601 -0.196
C 0.00767 0.66575 -0.17299 0.703 5.758 -0.705
O 0.16567 1.91475 -0.54499 -0.812 -3.426 1.093
N 0.02067 -0.28325 -1.04999 -0.200 -3.683 -3.907
N -0.09333 0.28675 1.08301 -1.187 1.090 2.407
H 0.01067 -0.10025 -2.09799 0.522 -0.248 2.215
H 0.05667 -1.30925 -0.75299 0.407 2.290 -0.712
H -0.30733 1.05975 1.74901 0.258 -0.548 -0.500
H -0.16833 -0.67625 1.42501 -0.019 -0.086 -0.399
C 2.91567 -0.08425 2.85301 8.084 2.399 1.945
O 4.11367 0.40075 3.34001 -5.659 -2.336 -1.750
N 2.59867 0.06175 1.61001 -0.052 2.368 -5.631
N 2.09467 -0.84125 3.49901 -2.262 -3.662 5.140
H 3.40567 0.48575 1.00301 -2.115 -0.917 1.887
H 1.55867 0.16975 1.30301 2.833 -0.451 0.879
H 2.38167 -1.19825 4.46101 -0.423 1.001 -1.613
H 1.30067 -1.39025 3.09401 1.600 0.625 -0.138
C -0.61733 -5.15525 -3.02199 -6.975 -2.065 -2.087
O -1.86933 -5.64225 -3.27299 6.497 2.558 1.594
N -0.34333 -3.85925 -2.81399 2.232 1.946 0.033
N 0.46367 -5.90825 -3.03399 3.013 -3.849 0.749
H -0.98833 -3.06525 -2.93199 -0.325 -1.153 -0.228
H 0.65267 -3.52325 -2.88699 -1.645 -1.401 0.094
H 0.35567 -6.94725 -2.92599 -0.267 1.733 -0.499
H 1.45267 -5.62025 -2.83399 -1.778 0.260 -0.248
C 0.33167 0.26975 6.22101 4.446 -5.300 3.128
O 1.14467 -0.73525 6.80201 -4.064 4.828 -3.333
N -0.54833 0.89275 6.98101 -2.693 1.018 2.448
N 0.39867 0.66875 4.97401 -0.152 0.545 -1.308
H -0.69033 0.52375 7.94101 0.378 0.426 -1.295
H -1.34933 1.44075 6.59701 1.322 -0.839 0.382
H 0.99767 0.16575 4.32101 0.117 0.316 0.282
H -0.04033 1.52775 4.65201 0.114 -0.465 0.208
C 2.13767 -2.19625 -2.27899 2.409 0.571 -0.756
O 2.77567 -3.44225 -2.69699 -0.832 0.987 1.173
H 1.30167 -1.97925 -2.90399 -1.085 0.065 0.028
H 2.76467 -1.29025 -2.46599 0.158 -0.833 0.225
H 1.97667 -2.24125 -1.22599 -0.404 -0.131 0.473
H 2.79867 -3.36825 -3.63599 0.445 -0.232 -1.231
C 0.75967 3.27275 2.79401 0.927 -0.208 0.811
O -0.38833 2.44575 2.72801 -1.361 1.455 0.391
H 0.95867 3.78275 3.73801 -0.536 -0.379 0.434
H 0.96367 4.01775 2.06501 -0.910 0.491 -1.262
H 1.48567 2.53475 2.65401 1.899 -0.775 0.039
H -1.17433 3.01075 2.72101 -0.047 -0.172 -0.297
C -3.35033 1.63875 -0.42399 -1.979 -1.016 -0.757
O -3.98733 2.00275 0.74301 -0.508 1.317 1.569
H -2.67533 0.87475 -0.27099 1.702 -1.650 0.605
H -2.82433 2.37275 -0.97599 0.361 1.582 0.172
H -4.08933 1.22275 -1.11299 -0.141 -0.070 -0.343
H -4.10533 1.29375 1.41101 0.602 0.153 -1.166
C 3.17267 1.49175 -0.89599 -1.606 -0.856 -1.553
O 4.32967 1.23475 -0.20399 2.060 0.792 0.715
H 2.82467 0.48075 -1.18599 -0.951 0.367 0.296
H 3.25167 1.94775 -1.89299 0.519 0.659 0.529
H 2.43467 2.02975 -0.26299 0.598 -0.440 -0.597
H 5.10867 1.15275 -0.76299 -0.192 -0.003 0.043
C -2.64233 -0.07525 3.51801 -1.397 -0.018 -0.211
O -3.19033 -0.31725 2.19901 0.528 -0.333 -0.719
H -2.09833 0.87775 3.53401 -0.308 -0.230 -0.355
H -1.91533 -0.84525 3.80301 -0.534 0.019 0.257
H -3.58933 0.02875 4.11501 1.451 -0.337 0.404
H -3.28933 -1.26625 1.99301 0.184 0.680 0.725